A | Computed, not measured: 2 unconnected molecules or ions with the total composition CH4FN, with ωB97M-V/def2-TZVPD.

HOMO-LUMO gap = 0.418 Eh
SMILES = C=N.F
total charge = 0
HOMO = -0.3848 Ha

Each atom is followed by the atoms it is bonded to, with distances in Å.
Cartesian coordinates (Å):
1 F -1.191 1.746 2.340  H4 0.972
2 N -0.398 0.272 -0.237  C3 1.245, H7 0.994
3 C 0.534 -0.542 -0.367  N2 1.245, H5 1.168, H6 1.115
4 H -0.641 1.376 1.629  F1 0.972
5 H 1.174 -1.070 -1.189  C3 1.168
6 H 0.781 -1.211 0.490  C3 1.115
7 H -0.737 0.861 -0.963  N2 0.994

How is the electron density shared among the atoms? According to natural (NBO), the charges in e are: -0.588, -0.647, -0.006, 0.574, 0.158, 0.148, 0.362

=====

B | Computed, not measured: 2 unconnected molecules or ions with the total composition CH4FN, with ωB97M-V/def2-TZVPD.

HOMO-LUMO gap = 0.377 Eh
total charge = 0
HOMO = -0.3573 Ha

Each atom is followed by the atoms it is bonded to, with distances in Å.
Cartesian coordinates (Å):
1 F -0.110 0.561 1.557  C3 1.325
2 N -0.760 -0.784 -0.861  H4 1.027, H7 0.960
3 C 0.363 0.659 0.323  F1 1.325, H5 1.092, H6 1.194
4 H 0.162 -1.192 -1.057  N2 1.027
5 H 0.139 1.517 -0.314  C3 1.092
6 H 1.489 0.281 0.451  C3 1.194
7 H -1.283 -1.041 -0.098  N2 0.960

How is the electron density shared among the atoms? According to natural (NBO), the charges in e are: -0.332, -0.891, 0.190, 0.350, 0.183, 0.162, 0.338

=====

Most stable of them? A.